(1)
DFT (ωB97M-V with the def2-TZVPD basis set) results for a structure of composition C35H48N6ReSi4.

```
94
Properties=species:S:1:pos:R:3
Re 0.21989 0.54174 0.04324
Si -2.87865 -1.59361 1.78605
Si -1.35925 -1.39209 -0.00989
Si -2.60271 -1.74967 -1.99158
Si 0.03336 -3.30186 0.19312
N 2.13241 -0.05620 0.05638
N 0.32768 0.63889 2.17755
N 2.59620 -0.15026 2.43118
N -0.70902 2.07148 -0.01602
N 0.35314 0.61570 -2.09550
N 2.62076 -0.19091 -2.31090
C 5.31702 -1.25250 -1.33501
C 1.14639 -3.51907 -1.30949
C -0.79280 3.38129 -0.37329
C -0.74236 1.34654 -4.11263
C 4.21173 -0.79479 0.76428
C 1.43964 0.29005 -2.83070
C 1.08858 -3.29639 1.75063
C -3.95884 -0.04940 1.92563
C -0.99151 -4.87965 0.31096
C 1.72100 3.45562 -0.67351
C 1.36530 0.42780 4.33336
C 0.37150 4.11066 -0.71991
C 1.39978 0.30817 2.93143
C 0.24715 5.44131 -1.08778
C -4.10822 -3.01187 1.59245
C 5.30801 -1.20974 1.49976
C -3.72772 -3.26205 -1.93048
C 2.90390 -0.32489 -1.07052
C 6.41654 -1.64942 0.79085
C -0.74510 1.16794 2.82234
C 0.36251 0.97566 -4.87689
C -1.49606 -2.06070 -3.49194
C -0.70707 1.14401 -2.75895
C 0.26572 0.94382 4.96389
C -1.96850 -1.94416 3.40436
C -0.98889 6.07019 -1.13007
C 4.21631 -0.81616 -0.61895
C -2.05205 4.02680 -0.39090
C -3.27823 3.27799 0.03900
C -0.81460 1.34508 4.17674
C -3.76911 -0.28478 -2.30002
C -2.12553 5.35386 -0.77837
C 2.89511 -0.29429 1.19355
C 1.44523 0.44405 -4.22792
C 6.42102 -1.67092 -0.60644
H -0.56742 -1.49222 -3.49527
H -4.50723 -3.17466 -1.17516
H -4.76812 -0.11202 1.19338
H -1.06532 7.10786 -1.42609
H -3.09573 5.83745 -0.79633
H -1.62767 1.77818 -4.55735
H 1.79755 -2.66621 -1.49776
H -3.81118 -0.01734 -3.35862
H 7.29560 -1.98415 1.32602
H -1.55679 1.45373 2.17490
H -1.01978 -1.41724 3.50239
H -0.30213 -5.72332 0.41350
H 2.34150 0.14097 -4.74804
H 0.24067 1.04256 6.04070
H 1.14186 5.99504 -1.34905
H 1.84014 2.70397 -1.45862
H 1.76167 -2.44532 1.83103
H -3.36015 2.30864 -0.45639
H -1.64929 -4.88430 1.18164
H -1.70782 1.77492 4.60722
H -4.21778 -3.35824 -2.90441
H -4.17889 3.85332 -0.17341
H -4.89147 -2.76433 0.87518
H 7.30320 -2.02230 -1.12556
H -3.48728 0.60420 -1.73628
H 1.78044 -4.39995 -1.17287
H -2.59502 -1.67974 4.26079
H -1.54337 1.40858 -2.13413
H 2.24734 0.11320 4.87070
H 2.51169 4.19428 -0.80231
H -3.25505 3.07719 1.11344
H 0.45654 -3.30239 2.64018
H -2.03851 -1.83102 -4.41326
H 5.28918 -1.18981 2.58080
H -3.42121 0.87379 1.72134
H 5.30448 -1.26529 -2.41627
H -3.64653 -3.94841 1.27816
H 0.36866 1.10342 -5.95100
H 0.54746 -3.67630 -2.20844
H 1.69844 -4.20455 1.77072
H -1.75907 -3.01521 3.46946
H -3.18072 -4.18627 -1.74468
H -4.78101 -0.55422 -1.98758
H -1.59912 -5.05587 -0.57656
H -1.23210 -3.12068 -3.52462
H -4.41492 0.02643 2.91651
H 1.88586 2.95459 0.28711
H -4.59217 -3.18372 2.55869
```

Values from the calculation:
Kohn-Sham gap (spin up / spin down)   5.18 / 6.24 eV
LUMO (spin up / spin down)   -0.8 / -0.8 eV
Expectation value of S²   0.77
E_HOMO (spin up / spin down)   -5.97 / -7.07 eV
2S+1   2



(2)
DFT (ωB97M-V with the def2-TZVPD basis set) results for a cluster of 2 separate species, C4H8P in total in a non-equilibrium geometry.

```
13
Properties=species:S:1:pos:R:3
P 0.03002 -0.01190 0.19190
C -1.64476 -0.16644 -0.35972
C 0.81113 1.59370 -0.22852
C 1.01516 -1.49985 0.02353
C -1.54421 0.25043 0.89435
H 0.05595 2.34517 -0.25460
H 0.40141 -2.12601 -0.65285
H 2.05957 -1.36391 -0.26594
H 1.06846 1.44534 -1.22710
H 1.11310 -2.07007 1.04693
H 1.81105 1.76097 0.24243
H -2.98960 0.10829 1.85221
H -2.18729 -0.26571 -1.26262
```

Values from the calculation:
Kohn-Sham gap   9.75 eV
Relative energy (zero: lowest compared OMol25 entry of this formula, charge and spin)   282.8 kJ/mol
Net charge   +1
LUMO   -5.2 eV
E_HOMO   -14.92 eV



(3)
DFT (ωB97M-V with the def2-TZVPD basis set) results for the molecule C5H9BN2O3 in a non-equilibrium geometry.

```
20
Properties=species:S:1:pos:R:3
O 3.46735 1.25342 0.18878
O -3.38116 -0.02677 -0.05449
O -1.10369 0.55772 0.05931
N -0.07784 -1.35558 -0.19715
N 1.25746 0.71632 -0.00087
C -2.10223 -0.43742 -0.08558
C -1.45744 -1.59748 -0.15986
C 2.94772 -1.29373 0.14872
C 0.05743 -0.10015 -0.07139
C -3.69602 1.32554 -0.03467
B 2.57571 0.27457 0.17860
H -3.15886 2.01520 -0.81938
H 3.43490 -1.42833 1.10893
H 1.05940 1.65356 0.00762
H -3.31190 1.96529 0.78456
H 2.07957 -1.82862 0.01037
H -1.77074 -2.60258 -0.31264
H 3.68105 -1.45586 -0.69006
H -4.84968 1.39602 -0.16604
H 4.34897 0.96891 0.10525
```

Values from the calculation:
Kohn-Sham gap   8.79 eV
Relative energy (zero: lowest compared OMol25 entry of this formula, charge and spin)   132.5 kJ/mol
SMILES   COc1cnc(NB(C)O)o1
LUMO   0.5 eV
E_HOMO   -8.24 eV



(4)
DFT (ωB97M-V with the def2-TZVPD basis set) results for a structure of composition C18H17N4O2Pt in a non-equilibrium geometry.

```
42
Properties=species:S:1:pos:R:3
Pt -0.51397 0.19178 0.17246
O 0.99792 -2.41688 -2.50728
O 0.29123 -0.39620 -2.05410
N 1.58344 0.56729 0.85219
N 1.81841 1.79490 1.00191
N 0.74838 -1.29659 -2.68748
N -0.31404 2.39619 0.32597
C 0.22544 5.05442 0.97397
C 2.25816 -1.71571 0.60840
C 4.58900 -2.23157 0.27907
C -3.36700 -3.09555 -1.95416
C 4.91863 -0.87279 0.34828
C 0.88205 2.73820 0.89163
C -1.86707 -1.37373 1.08002
C 3.25078 -2.64637 0.41202
C -3.43892 0.15087 -0.04206
C -3.69349 -0.81109 -0.99380
C -0.96063 4.69049 0.34311
C 1.15674 4.07368 1.26049
C -3.04351 -2.07249 -0.95951
C 2.58204 -0.33852 0.66825
C 3.93984 0.07178 0.53538
C -2.12133 -2.32342 0.07970
C -1.19767 3.33913 0.06337
C -2.53827 -0.10184 1.02811
H 4.16749 1.12582 0.60566
H 1.21941 -2.00707 0.75348
H -4.00234 1.07499 -0.06041
H 5.95481 -0.57298 0.25223
H -4.44627 -0.62828 -1.74816
H 3.02372 -3.70094 0.37954
H 0.42350 6.09103 1.22144
H -2.83476 -4.03006 -1.79711
H -2.60243 0.51111 1.92710
H -1.68444 -3.31108 0.15757
H -4.44960 -3.28973 -1.96263
H 5.35908 -2.97227 0.11021
H -2.11985 3.03336 -0.41728
H 2.08737 4.29658 1.76194
H -1.69762 5.42609 0.05720
H -1.38777 -1.68727 2.00958
H -3.19648 -2.73527 -2.97631
```

Values from the calculation:
Kohn-Sham gap (spin up / spin down)   3.55 / 3.56 eV
Net charge   +3
LUMO (spin up / spin down)   -14.5 / -14.5 eV
E_HOMO (spin up / spin down)   -18.05 / -18.08 eV



(5)
DFT (ωB97M-V with the def2-TZVPD basis set) results for a structure of composition C20H35Cl2N4O3STb in a non-equilibrium geometry.

```
66
Properties=species:S:1:pos:R:3
Tb -0.17060 0.16862 -0.17809
Cl 1.15908 -1.89005 -0.92443
Cl 0.29958 1.22900 -2.18009
S 1.12964 -0.91654 1.45738
O -1.94652 -0.73041 -0.38842
O -0.95564 1.83786 0.79238
O 1.75256 0.97799 0.63298
N 3.35848 -1.93359 1.94498
N -2.51486 2.77800 2.07949
N 1.60986 -1.70436 3.63697
N 3.86812 1.48630 0.21168
C 5.05285 1.23879 -0.58176
C -1.41756 0.19652 -3.56550
C -0.74534 1.15625 -4.49482
C -2.02734 4.12151 1.79635
C -2.01378 1.73068 1.49736
C -2.65671 -0.54675 -1.48303
C -2.84444 -1.89172 -2.16462
C -3.19397 -4.33414 -3.47052
C -4.07433 -3.27828 -3.70960
C -2.15048 -4.16429 -2.56961
C -2.30907 1.92179 -1.87709
C -3.64228 2.65334 2.97965
C -1.98503 -2.94448 -1.91215
C -2.11596 0.53766 -2.41135
C 4.17476 -2.98859 2.52311
C 2.17864 -1.59399 2.43222
C 2.72640 1.05443 -0.21412
C 2.39589 -1.81297 4.86254
C -3.89986 -2.06341 -3.06096
C 4.02408 2.24987 1.44294
H -2.53341 0.77271 1.61231
H -1.37599 4.09323 0.92653
H -4.57866 -1.23511 -3.24840
H -1.51468 2.17827 -1.14822
H 4.38110 -3.76157 1.77341
H 0.32708 0.92808 -4.57284
H -1.46054 -4.97824 -2.37033
H -1.33787 -0.84641 -3.80058
H -3.39233 3.06345 3.96351
H -0.82739 2.18925 -4.15211
H 2.14019 -0.99517 5.54690
H 0.58484 -1.57990 3.81146
H -1.18571 -2.80858 -1.19110
H -3.32794 -5.28272 -3.98334
H -4.50648 3.19718 2.58314
H 5.42298 2.16450 -1.03302
H -2.87325 4.78344 1.58512
H 3.46519 -1.72625 4.64552
H -4.89878 -3.40421 -4.40486
H 2.58064 0.78367 -1.25030
H 3.07081 2.27389 1.96114
H -3.89357 1.59467 3.07963
H 3.64913 -3.47667 3.35040
H 5.13238 -2.56357 2.86914
H 4.81504 0.52762 -1.37772
H -2.28749 2.67618 -2.66051
H 4.78167 1.77407 2.07262
H -1.47547 4.51348 2.65753
H -3.64059 -0.18705 -1.17078
H 5.84483 0.81442 0.04513
H 3.72268 -1.57661 1.03096
H 4.35132 3.27055 1.21403
H -1.16524 1.08753 -5.48982
H -3.23738 1.96399 -1.33718
H 2.17671 -2.77316 5.35878
```

Values from the calculation:
Kohn-Sham gap (spin up / spin down)   6.12 / 6.16 eV
Relative energy (zero: lowest compared OMol25 entry of this formula, charge and spin)   803.9 kJ/mol
LUMO (spin up / spin down)   0.1 / 0.1 eV
Expectation value of S²   12.59
E_HOMO (spin up / spin down)   -6.04 / -6.08 eV
2S+1   7



no.,total energy (eV)
1,-79660.34738
2,-13554.23072
3,-15130.90854
4,-32206.47820
5,-91720.01553